{"formula": "C4H5NO3S", "method": "wB97M-V/def2-TZVPD", "elements": ["H", "N", "C", "S", "H", "C", "O", "O", "C", "H", "O", "C", "H", "H"], "xyz": [[-3.194, 0.441, 2.279], [0.188, -1.325, -0.051], [1.564, -0.291, -1.734], [-1.553, 0.617, 0.572], [1.259, -0.202, -2.761], [-0.132, -0.125, -0.218], [-1.207, 2.809, 2.251], [-3.011, 1.374, 2.579], [1.382, -1.566, -0.815], [2.232, -1.782, -0.138], [0.602, 0.579, -1.049], [-1.869, 1.851, 2.081], [1.192, -2.520, -1.281], [2.545, 0.139, -1.715]], "atomic_forces_ev_per_a": [[0.564, 1.156, 0.087], [-0.556, -0.445, 1.284], [-1.131, -0.284, 1.655], [-1.717, -0.662, -0.535], [-0.317, -1.070, -0.549], [0.597, 0.099, 1.351], [-1.158, -0.378, 0.880], [0.445, 0.130, 0.057], [0.382, -0.603, -0.897], [-0.284, 0.596, -0.258], [0.856, 2.364, -1.084], [1.488, -1.061, -1.644], [0.307, -0.178, -0.902], [0.523, 0.335, 0.554]], "e_homo_ev": -9.43, "orbital_gap_ev": 9.58, "smiles": "O=C(O)SC1=NCCO1"}



{"formula": "C18H25F3N2SSi2Tc", "method": "wB97M-V/def2-TZVPD", "elements": ["H", "C", "C", "C", "C", "C", "C", "C", "C", "H", "C", "H", "H", "N", "C", "H", "H", "F", "H", "H", "H", "C", "H", "Tc", "Si", "H", "C", "S", "H", "H", "C", "H", "H", "H", "H", "N", "C", "H", "H", "H", "F", "H", "H", "C", "H", "C", "H", "Si", "H", "F", "C", "C"], "xyz": [[1.912, -2.812, 1.195], [2.395, -1.682, -1.529], [1.564, -0.648, -1.124], [-2.426, 4.056, 3.045], [-1.876, -1.464, 1.505], [-0.323, 1.288, -2.795], [3.292, 0.922, -1.334], [-2.775, -0.520, -1.986], [-0.817, -3.672, -0.380], [0.798, -2.952, 2.546], [-0.879, 2.484, 1.764], [-3.103, -1.548, -1.819], [-0.129, 2.192, -2.184], [2.032, 0.615, -1.025], [4.160, -0.058, -1.776], [-2.754, -1.337, 0.869], [1.992, 1.053, 2.564], [-3.037, 4.228, 1.869], [-2.144, -2.188, 2.280], [-3.316, -0.157, -2.864], [0.646, -1.525, -3.905], [-1.175, 3.211, 2.897], [1.550, 2.272, 4.702], [0.112, 1.131, -0.284], [-0.956, -0.479, -2.317], [0.011, -4.018, -1.002], [3.705, -1.370, -1.871], [-1.713, 2.318, 0.189], [-0.510, 3.664, 4.879], [-1.051, -4.479, 0.319], [-0.414, -1.617, -3.672], [0.576, 1.163, -3.398], [-1.135, 1.665, -3.425], [4.371, -2.149, -2.216], [3.592, 1.956, -1.227], [0.246, 1.727, 1.681], [0.857, 2.344, 3.877], [-0.630, -2.654, -3.408], [-0.981, -1.385, -4.577], [1.407, -1.369, 2.086], [-2.113, 5.250, 3.540], [-3.080, 0.082, -1.132], [-1.669, -0.518, 2.009], [1.109, 1.661, 2.703], [2.012, -2.690, -1.595], [-0.291, 3.118, 3.970], [5.173, 0.206, -2.040], [-0.409, -2.130, 0.572], [-1.692, -3.539, -1.019], [-3.278, 3.461, 3.880], [0.098, -0.779, -0.729], [1.068, -2.329, 1.691]], "atomic_forces_ev_per_a": [[0.017, 0.022, 0.001], [-0.006, 0.095, 0.055], [0.250, -0.335, 0.069], [-0.005, -0.005, -0.004], [-0.013, -0.068, -0.037], [0.098, 0.038, 0.128], [0.104, -0.061, 0.035], [0.040, -0.063, -0.040], [-0.003, -0.014, -0.016], [-0.009, -0.005, -0.001], [0.031, -0.109, -0.098], [-0.009, 0.009, 0.022], [0.008, -0.036, 0.040], [-0.351, 0.067, 0.097], [-0.026, -0.045, 0.010], [0.010, 0.032, 0.009], [0.003, -0.009, -0.008], [-0.004, 0.009, 0.005], [-0.013, 0.008, 0.005], [0.020, 0.008, -0.015], [0.004, -0.011, -0.004], [0.006, -0.006, -0.009], [0.001, 0.001, 0.000], [0.198, 0.217, -0.638], [-0.086, 0.049, 0.000], [0.004, -0.003, 0.005], [-0.001, 0.096, 0.018], [-0.046, -0.009, 0.422], [0.014, -0.006, 0.006], [-0.001, 0.005, 0.008], [0.021, 0.031, -0.021], [-0.033, -0.008, -0.056], [-0.039, -0.072, -0.017], [-0.001, -0.004, -0.002], [-0.017, 0.004, -0.008], [-0.095, 0.008, -0.033], [0.025, -0.042, -0.058], [0.001, -0.010, 0.012], [0.003, 0.012, -0.005], [0.019, 0.005, 0.015], [0.001, 0.004, 0.005], [-0.021, 0.004, 0.023], [0.011, 0.012, 0.005], [0.021, 0.060, 0.081], [0.020, -0.017, -0.007], [-0.026, 0.022, -0.006], [0.004, -0.019, -0.006], [-0.032, 0.032, 0.089], [-0.005, -0.001, -0.006], [-0.003, -0.004, -0.006], [-0.050, 0.136, -0.015], [-0.040, -0.025, -0.048]], "total_charge": 2, "multiplicity": 2, "e_homo_ev": [-15.45, -15.85], "s2": 1.0007, "orbital_gap_ev": [6.57, 7.47]}



{"formula": "C21H13O5PS", "method": "wB97M-V/def2-TZVPD", "elements": ["S", "H", "C", "H", "H", "C", "H", "C", "O", "C", "C", "H", "C", "C", "O", "O", "P", "H", "C", "C", "O", "H", "O", "C", "C", "C", "H", "C", "C", "C", "C", "C", "H", "C", "H", "H", "C", "H", "C", "C", "H"], "xyz": [[-1.577, -0.966, -7.394], [0.865, -4.524, 4.047], [1.146, 1.513, 2.247], [-4.369, 2.045, -3.474], [-1.573, 1.126, 0.246], [-0.654, -0.440, 1.400], [-1.357, -1.198, 1.064], [-1.232, 0.737, -4.664], [-0.330, -3.010, 2.449], [1.530, -2.486, 3.783], [-0.218, 0.096, -3.599], [-1.989, 1.826, -7.009], [-3.377, 3.635, -4.816], [0.118, 1.846, 1.370], [-0.634, 0.389, -2.222], [-2.641, 1.568, -1.403], [-1.154, 0.733, -6.555], [0.209, 1.078, -6.921], [2.382, -0.147, 3.625], [1.276, 0.201, 2.706], [0.805, -0.623, -3.858], [2.655, -5.094, 5.652], [3.209, 0.693, 3.942], [-3.636, 2.115, -4.379], [-1.884, 1.101, -2.334], [-2.287, 1.342, -3.896], [-4.035, 1.492, -5.283], [3.555, -3.138, 5.587], [-0.776, 0.867, 0.938], [0.463, -2.156, 2.812], [-3.018, 4.883, -5.091], [2.467, -1.524, 4.158], [-2.425, 5.868, -5.250], [2.607, -4.095, 5.228], [1.843, 2.280, 2.575], [4.346, -3.392, 6.287], [0.366, -0.773, 2.294], [0.015, 2.869, 1.019], [1.599, -3.772, 4.324], [3.486, -1.855, 5.054], [4.226, -1.112, 5.342]], "atomic_forces_ev_per_a": [[-0.234, 0.292, 0.347], [0.059, 0.250, -0.075], [-0.153, 0.167, -0.180], [1.263, 0.335, -1.824], [0.284, -0.097, 0.392], [0.011, 0.251, -0.045], [0.189, 0.012, 0.164], [-2.198, 1.804, 3.300], [0.271, 0.264, 0.138], [0.256, -0.263, 0.329], [3.375, -2.720, -1.796], [0.662, -0.371, 0.806], [2.495, 5.849, -0.887], [0.181, -0.239, 0.186], [-2.215, 1.072, -2.544], [4.458, -2.825, -4.620], [0.718, -0.847, -0.131], [-0.988, 0.345, 0.731], [0.711, 0.818, 0.250], [-0.255, 0.222, -0.222], [-5.588, 4.121, 1.724], [-0.017, 0.128, -0.070], [-0.273, -0.309, -0.088], [0.593, -0.010, 0.143], [-3.377, 2.273, 1.461], [2.889, -1.237, -0.835], [0.565, 1.299, 1.681], [-0.095, 0.188, -0.141], [0.003, -0.159, 0.157], [-0.723, -0.707, -0.363], [-0.890, -7.047, 1.756], [0.167, -0.358, 0.246], [-1.741, -2.264, 0.270], [-0.142, 0.153, -0.180], [-0.019, -0.264, 0.034], [-0.100, 0.047, -0.094], [-0.168, 0.305, -0.239], [0.019, -0.121, 0.046], [0.177, -0.129, 0.186], [0.049, -0.225, 0.136], [-0.219, -0.005, -0.150]], "e_homo_ev": -9.42, "orbital_gap_ev": 7.31, "smiles": "C#CCC1=C([PH2]=S)C(=O)OC1=O.O=C1c2ccccc2C(=O)c2ccccc21"}



{"formula": "C11H12N2PYb", "method": "wB97M-V/def2-TZVPD", "elements": ["H", "H", "C", "H", "C", "H", "Yb", "H", "C", "C", "C", "H", "N", "H", "H", "C", "P", "H", "H", "C", "C", "C", "C", "N", "H", "H", "C"], "xyz": [[3.954, 0.625, -2.178], [0.265, 3.666, 2.405], [-1.462, 1.807, -0.470], [1.855, -3.397, 2.383], [0.206, 1.904, 1.165], [0.095, -3.988, -1.598], [0.003, -0.107, -1.702], [-1.878, -4.211, 0.247], [1.150, -3.562, 1.591], [-1.332, 3.774, 0.971], [-3.039, 3.623, -0.742], [-0.807, -3.715, 2.662], [-3.942, 4.167, -1.254], [0.999, 1.427, 1.694], [-1.674, 4.754, 1.272], [1.405, -3.523, 0.229], [2.509, 0.633, -2.290], [2.440, 0.338, -3.721], [2.392, -3.428, -0.286], [-1.925, 3.046, -0.059], [-0.846, -4.002, 0.455], [0.153, -3.800, -0.516], [-0.263, -3.744, 1.726], [-0.344, 1.268, 0.098], [2.349, 2.065, -2.438], [-2.007, 1.226, -1.203], [-0.254, 3.155, 1.560]], "atomic_forces_ev_per_a": [[-0.868, -0.117, 0.045], [-0.460, -0.614, -0.752], [0.589, 0.349, 0.124], [0.133, 0.039, 0.194], [-1.298, 1.332, -0.766], [0.046, -0.093, 0.591], [-1.001, -1.671, 1.095], [-0.293, -0.085, 0.079], [-1.436, 0.544, -0.605], [-0.722, -0.501, -1.338], [-2.498, 1.528, -1.168], [0.036, -0.205, -0.007], [2.056, -1.342, 1.062], [0.521, -0.346, 0.049], [-0.130, -0.124, -0.099], [0.157, -0.095, -2.118], [1.810, 1.086, -1.415], [0.212, 0.263, 0.922], [-0.840, -0.161, 0.627], [-0.593, 1.152, 0.044], [0.646, 1.134, 0.792], [1.473, 0.652, 0.170], [-0.008, -0.698, -0.329], [0.485, -0.880, 0.723], [0.109, -0.727, 0.015], [-0.310, 0.047, -0.003], [2.185, -0.468, 2.065]], "multiplicity": 2, "e_homo_ev": [-5.48, -5.84], "s2": 0.7581, "orbital_gap_ev": [3.87, 4.23]}



{"formula": "C2H10BF7NO2P2", "method": "wB97M-V/def2-TZVPD", "elements": ["F", "O", "H", "P", "H", "H", "F", "H", "F", "H", "P", "O", "H", "H", "F", "C", "B", "C", "H", "F", "F", "H", "F", "N", "H"], "xyz": [[0.790, -2.084, 2.363], [0.030, 1.504, 1.635], [3.470, -2.287, 0.524], [-0.490, -1.309, 1.392], [-0.269, -2.371, 0.518], [-0.238, 2.141, 0.963], [-1.278, 1.147, -2.047], [-1.305, -1.581, 2.482], [-3.308, 0.263, -1.658], [-2.549, -1.168, 0.321], [-2.843, 1.620, -2.497], [1.821, 0.250, 0.634], [3.577, 0.525, 1.610], [-1.507, -0.170, -0.363], [-4.386, 2.080, -2.160], [3.727, -1.245, 0.348], [0.601, 0.342, 1.230], [2.973, -0.320, 1.280], [2.651, -0.868, 2.162], [-2.925, 2.706, -3.736], [-2.624, 0.562, -3.744], [4.803, -1.126, 0.460], [-2.393, 2.921, -1.581], [-1.796, -0.525, 0.547], [3.468, -1.005, -0.682]], "atomic_forces_ev_per_a": [[0.094, -0.006, 0.075], [-0.160, 0.034, -0.198], [-0.065, -0.029, -0.002], [0.014, 0.785, 0.096], [0.091, -0.182, -0.088], [0.088, 0.066, 0.028], [-0.133, 0.349, -0.835], [-0.060, -0.145, 0.164], [0.238, 0.855, 0.545], [-0.179, 0.128, 0.109], [0.404, 0.013, 0.003], [0.169, 0.201, 0.131], [0.154, 0.014, -0.107], [-0.120, 0.283, 0.032], [0.090, -0.613, -0.846], [-0.020, 0.036, -0.228], [0.027, -0.625, 0.020], [-0.289, 0.014, 0.177], [-0.008, -0.003, 0.064], [0.880, -0.195, 0.277], [-0.955, 0.222, 0.152], [0.071, -0.039, 0.057], [-0.532, -0.630, 0.656], [0.151, -0.584, -0.210], [0.052, 0.052, -0.069]], "total_charge": -1, "e_homo_ev": -6.59, "orbital_gap_ev": 9.66}



{"formula": "C29H49CaCl3N3O3Si", "method": "wB97M-V/def2-TZVPD", "elements": ["H", "H", "H", "Cl", "C", "H", "H", "H", "H", "H", "H", "C", "Cl", "C", "C", "H", "C", "H", "C", "H", "C", "H", "H", "H", "H", "H", "C", "H", "C", "H", "H", "H", "H", "C", "H", "N", "H", "C", "C", "H", "H", "H", "H", "H", "O", "H", "H", "H", "C", "C", "C", "Cl", "H", "C", "C", "C", "C", "C", "Si", "H", "H", "C", "C", "H", "C", "H", "C", "H", "H", "H", "N", "H", "Ca", "H", "O", "H", "H", "N", "C", "H", "H", "H", "C", "C", "O", "H", "C", "H", "C"], "xyz": [[-1.760, 2.775, -4.813], [1.274, -5.449, -0.935], [-0.232, -3.519, 3.803], [-1.431, -0.463, -3.333], [-3.131, -3.782, 0.109], [2.582, 4.005, 4.329], [-2.961, -0.509, 0.124], [2.228, -0.194, 5.017], [3.332, 4.586, 2.093], [2.550, 1.842, 1.361], [1.282, 4.936, 1.216], [-3.172, -1.810, 3.865], [-1.271, 2.304, 0.115], [-0.910, 2.528, -4.159], [-2.341, -1.408, 0.186], [2.304, -0.710, 3.296], [-3.924, -4.934, -0.417], [0.212, 1.254, 5.683], [-1.568, 0.871, -6.213], [2.403, 5.059, -3.606], [1.309, 4.215, 2.034], [-0.310, -5.073, -0.196], [-4.926, -4.977, 0.047], [-3.918, -0.618, 2.197], [-4.254, -3.067, -2.243], [0.502, 0.085, -7.081], [2.968, 3.323, -0.160], [-0.689, -3.012, -1.945], [1.689, -2.523, 0.019], [-1.509, -0.057, -6.804], [-3.424, -5.887, -0.180], [-1.264, 2.644, -3.122], [1.612, 1.100, -6.242], [-1.054, -2.902, 3.443], [0.980, 4.685, 2.967], [0.516, 0.219, 3.868], [-0.791, 0.944, 2.416], [-3.140, -1.287, 2.576], [-1.027, -2.380, 2.144], [4.539, 4.800, 0.166], [-4.003, -1.554, 4.527], [-4.456, -1.396, -1.666], [0.921, 3.249, -2.857], [0.708, -3.851, -2.682], [0.998, 0.352, 1.630], [4.210, 2.526, 1.418], [2.429, 2.309, 3.738], [2.138, -2.935, 0.935], [-2.138, -2.651, 4.292], [1.752, 3.524, -2.208], [2.031, 2.869, -1.052], [1.399, 0.671, -3.322], [1.567, -0.629, -5.898], [-3.751, -2.232, -1.742], [3.765, 4.440, -0.527], [0.406, -3.065, -1.979], [2.963, 3.262, 3.621], [-0.345, 0.610, 4.984], [-0.357, 0.774, -4.661], [-2.584, -3.990, 1.029], [-0.699, -0.278, 5.526], [-3.123, -2.563, -0.436], [3.553, 5.071, -1.753], [-0.197, -2.575, 1.458], [3.158, 2.738, 1.192], [-2.605, 1.018, -5.872], [1.663, -0.632, 4.179], [-4.069, -4.881, -1.512], [-1.210, 1.164, 4.595], [1.174, -4.906, 0.781], [0.891, -3.386, -0.643], [0.799, -2.096, -2.299], [0.282, 0.413, -0.808], [-1.233, 1.715, -6.837], [-1.231, -1.151, -0.529], [-2.930, -1.896, -2.402], [-0.150, 3.290, -4.361], [2.715, 3.771, 2.235], [0.931, 0.261, -6.082], [1.334, -1.642, 4.476], [-2.177, -3.070, 5.304], [0.689, 3.349, 1.780], [0.752, -4.776, -0.230], [0.215, 0.521, 2.592], [1.884, -1.347, -0.343], [4.042, 3.112, 3.753], [-2.122, -1.656, 1.690], [4.167, 5.927, -2.036], [2.566, 4.608, -2.622]], "atomic_forces_ev_per_a": [[0.218, -0.066, 0.305], [-0.143, 0.255, 0.263], [-0.078, 0.035, -0.061], [-0.007, -0.103, -0.635], [-0.214, 0.152, -0.031], [0.156, -0.232, -0.044], [-0.779, 0.194, 0.231], [-0.060, -0.109, -0.214], [-0.392, -0.365, -0.077], [0.043, 0.237, -0.156], [-0.057, -0.290, 0.015], [0.115, 0.234, -0.048], [-0.486, 0.337, 0.440], [-0.084, 0.414, -0.067], [0.229, 0.658, 0.279], [-0.167, 0.066, 0.143], [-0.144, -0.626, -0.409], [-0.121, -0.136, -0.173], [-1.096, -0.896, 0.695], [0.113, 0.110, 0.343], [-0.243, 0.080, 0.087], [0.334, 0.268, -0.038], [0.274, -0.007, -0.122], [0.093, -0.324, 0.184], [0.054, 0.163, 0.234], [-0.200, 0.069, 0.448], [1.168, 1.634, -1.297], [0.291, 0.128, -0.087], [-0.554, 1.136, -1.180], [-0.256, 0.301, 0.054], [-0.185, 0.187, -0.146], [0.374, -0.130, -0.169], [0.241, 0.122, 0.286], [-0.055, 0.204, 0.119], [-0.027, -0.057, -0.202], [0.265, -0.229, 0.489], [0.309, 0.094, 0.108], [0.147, -0.272, -0.011], [-0.073, -0.273, 0.423], [0.052, 0.151, -0.275], [0.289, -0.142, -0.101], [0.137, -0.094, 0.056], [0.479, -0.093, 0.345], [0.151, 0.078, 0.131], [-1.106, 0.030, 1.778], [-0.075, 0.078, 0.134], [0.131, 0.298, -0.036], [-0.011, 0.026, 0.002], [-0.016, 0.146, 0.116], [1.085, 2.226, -1.676], [-1.814, -3.020, 2.130], [0.994, -0.358, 0.739], [-0.165, 0.471, 0.306], [0.219, 0.204, -0.707], [-0.296, -0.191, 0.441], [-0.546, 0.048, -0.003], [-0.156, 0.055, -0.282], [-0.035, -0.195, -0.330], [-0.555, 0.736, -3.132], [-0.189, 0.233, -0.076], [0.040, 0.218, -0.170], [0.053, -0.483, 0.770], [0.509, 0.207, 0.087], [-0.516, 0.050, 0.277], [0.068, -0.136, 0.026], [0.034, 0.145, -0.398], [-0.067, 0.204, 0.108], [0.059, -0.151, 0.549], [0.246, -0.202, 0.115], [-0.120, 0.025, -0.378], [0.911, -0.349, 0.022], [-0.117, -0.318, 0.044], [0.351, 0.541, 0.058], [-0.107, -0.176, 0.171], [1.159, -0.428, 0.256], [-0.625, -0.136, 0.273], [-0.058, -0.048, 0.044], [0.782, -0.080, 0.484], [0.692, -0.586, -0.060], [-0.004, 0.347, -0.100], [0.114, 0.075, -0.416], [-0.004, 0.135, -0.124], [-0.003, 0.057, 0.226], [0.570, -0.013, -1.705], [0.181, -1.651, 0.580], [-0.344, -0.001, -0.028], [-0.436, 0.008, -0.638], [-0.038, -0.208, 0.065], [-0.904, -0.697, 0.324]], "total_charge": -1, "e_homo_ev": -3.21, "orbital_gap_ev": 4.91}



no.,strongest force on any atom (eV Å⁻¹),DFT total energy (eV)
1,2.74,-22694.735
2,0.70,-58979.696
3,7.32,-52344.075
4,3.15,-55393.463
5,1.05,-46106.745
6,4.12,-105368.935